{
  "formula": "C34H74N8O38",
  "method": "ωB97M-V/def2-TZVPD",
  "total_energy_ha": -4637.11323,
  "charge": -2,
  "gap_ev": 3.803,
  "multiplicity": 1,
  "symbols": ["C", "C", "O", "N", "H", "H", "C", "H", "H", "H", "H", "H", "H", "C", "C", "O", "N", "H", "H", "C", "H", "H", "H", "H", "H", "H", "C", "C", "O", "N", "H", "H", "C", "H", "H", "H", "H", "H", "H", "C", "C", "O", "N", "H", "H", "C", "H", "H", "H", "H", "H", "H", "C", "C", "O", "N", "H", "H", "C", "H", "H", "H", "H", "H", "H", "C", "C", "O", "N", "H", "H", "C", "H", "H", "H", "H", "H", "H", "C", "C", "O", "N", "H", "H", "C", "H", "H", "H", "H", "H", "H", "C", "C", "O", "N", "H", "H", "C", "H", "H", "H", "H", "H", "H", "O", "C", "O", "O", "H", "O", "C", "O", "O", "H", "O", "C", "O", "O", "H", "O", "C", "O", "O", "H", "O", "C", "O", "O", "H", "O", "C", "O", "O", "H", "O", "C", "O", "O", "H", "O", "C", "O", "O", "H", "O", "C", "O", "O", "H", "O", "C", "O", "O", "H"],
  "coordinates": [[-10.440220, -19.356780, -11.490850], [-9.623580, -20.272060, -10.671830], [-8.445560, -20.521020, -10.899540], [-10.297650, -20.880280, -9.422380], [-11.151180, -21.369460, -9.651040], [-9.814180, -21.698200, -9.079790], [-10.477590, -19.848270, -8.306340], [-10.046400, -19.497080, -12.497490], [-10.442730, -18.295780, -11.241100], [-11.442180, -19.774550, -11.589010], [-9.727820, -19.057920, -8.270270], [-10.379620, -20.377020, -7.358230], [-11.398500, -19.273290, -8.403390], [-13.153580, -11.509150, -11.938240], [-12.035610, -12.531700, -12.207340], [-10.800160, -12.368320, -12.121480], [-12.594920, -13.943850, -12.201550], [-12.449090, -14.373830, -11.299360], [-13.600730, -13.882170, -12.133350], [-12.228280, -14.829200, -13.386820], [-12.798500, -10.488450, -12.080300], [-13.628330, -11.607000, -10.961950], [-13.916190, -11.506180, -12.717030], [-12.728090, -14.371540, -14.240540], [-12.738200, -15.750240, -13.104380], [-11.146130, -14.959640, -13.381800], [-22.426530, -14.272780, -8.667190], [-22.132210, -15.191410, -9.893150], [-22.918840, -15.329810, -10.753570], [-21.030740, -16.166330, -9.752820], [-20.991620, -16.475060, -8.791960], [-21.270820, -16.938900, -10.357470], [-19.647610, -15.666270, -10.195890], [-22.927670, -14.734860, -7.816640], [-23.083420, -13.490410, -9.047310], [-21.547150, -13.688680, -8.395860], [-18.997670, -16.480080, -9.874340], [-19.554280, -14.741270, -9.626890], [-19.733900, -15.538490, -11.274930], [-15.436320, -15.583730, -7.735450], [-14.528910, -14.632700, -6.868460], [-14.538580, -14.465170, -5.686590], [-13.623200, -13.616540, -7.678520], [-13.774240, -13.731540, -8.670520], [-13.923090, -12.660550, -7.551070], [-12.240910, -13.670910, -7.148980], [-14.776530, -16.033940, -8.477130], [-16.196910, -14.990170, -8.242670], [-15.856330, -16.405480, -7.155440], [-11.596970, -13.163130, -7.867040], [-11.838830, -14.681850, -7.082450], [-12.284420, -13.135520, -6.200530], [-13.900820, -18.498340, -9.771620], [-14.324640, -18.329200, -11.219700], [-13.502570, -18.185270, -12.110370], [-15.805930, -18.583160, -11.519590], [-15.886600, -19.267420, -12.258080], [-16.201110, -19.026090, -10.702430], [-16.435960, -17.199420, -11.938290], [-13.441310, -19.471350, -9.597900], [-14.768720, -18.400580, -9.119480], [-13.065900, -17.827330, -9.569720], [-15.718210, -16.639300, -12.537620], [-16.668630, -16.687150, -11.004720], [-17.363470, -17.477990, -12.438520], [-9.775290, -19.526600, -17.842360], [-10.634610, -19.736210, -16.613790], [-10.317970, -20.517790, -15.679760], [-11.852260, -18.810310, -16.374270], [-11.899950, -18.164260, -17.149160], [-12.632710, -19.450580, -16.406950], [-11.866710, -17.948640, -15.034970], [-8.839580, -20.044930, -17.632850], [-9.724270, -18.499730, -18.204350], [-10.126730, -20.170070, -18.648930], [-12.719260, -17.282270, -15.166220], [-10.908770, -17.460600, -14.855370], [-12.063350, -18.618320, -14.197730], [-18.380210, -17.916680, -15.966430], [-17.579200, -18.045560, -17.205150], [-18.098330, -18.009820, -18.333920], [-16.099990, -17.917290, -17.195080], [-15.897250, -17.113400, -16.618230], [-15.572720, -18.597800, -16.666880], [-15.492720, -17.702580, -18.628110], [-19.406160, -18.284390, -15.983940], [-18.392440, -16.855310, -15.718580], [-17.869240, -18.419100, -15.145090], [-15.427680, -18.700010, -19.062860], [-14.559610, -17.181020, -18.415080], [-16.183990, -16.933270, -18.972200], [-18.038970, -18.161860, -3.958830], [-16.683530, -17.803360, -4.443520], [-16.359980, -16.611910, -4.618050], [-15.616070, -18.945510, -4.377110], [-14.802270, -18.593360, -3.893570], [-15.879750, -19.717070, -3.781080], [-15.167780, -19.575480, -5.680130], [-18.485810, -17.178230, -3.814300], [-17.946830, -18.560380, -2.948480], [-18.523540, -18.764910, -4.726700], [-14.970910, -18.733980, -6.344360], [-16.045330, -20.093540, -6.066940], [-14.290850, -20.213230, -5.568910], [-18.308060, -14.944740, -13.188000], [-19.054780, -13.912300, -13.606500], [-19.205950, -13.888560, -14.831780], [-19.434970, -13.111050, -12.781240], [-18.179690, -15.149450, -14.117100], [-12.830370, -17.380660, -6.759620], [-12.100820, -17.642070, -5.680860], [-12.031590, -16.837560, -4.710490], [-11.545040, -18.762740, -5.584550], [-13.122790, -16.608940, -6.269170], [-19.167850, -19.234350, -11.199480], [-20.130590, -18.918090, -12.112810], [-20.056520, -19.433980, -13.241240], [-21.126080, -18.226950, -11.749340], [-18.591830, -19.910890, -11.562930], [-16.147650, -22.603320, -12.585920], [-17.023920, -22.444500, -11.575990], [-17.437260, -23.445420, -10.928810], [-17.517090, -21.295320, -11.454460], [-16.006640, -21.661200, -12.704750], [-15.629080, -13.832170, -15.020730], [-15.652340, -15.037280, -15.598150], [-15.770380, -14.983890, -16.833470], [-15.581450, -16.085860, -14.951170], [-15.730260, -14.065810, -14.095110], [-14.059010, -23.573940, -10.820550], [-13.429120, -22.412020, -10.688120], [-12.988820, -22.081960, -9.526520], [-13.012290, -21.744000, -11.657110], [-14.356130, -23.477800, -11.728340], [-10.632010, -15.813360, -8.746380], [-11.232610, -15.781200, -9.913390], [-12.437410, -15.545390, -10.021810], [-10.549910, -15.714760, -10.984280], [-9.768990, -16.185160, -8.942730], [-17.058980, -14.047500, -10.809990], [-15.863970, -13.677400, -11.122940], [-15.125350, -13.296120, -10.224220], [-15.453740, -13.708440, -12.266930], [-17.526630, -14.098310, -11.646850], [-13.436730, -20.921420, -14.274470], [-14.559050, -20.254850, -14.674050], [-15.512350, -20.178650, -13.912550], [-14.679050, -19.892400, -15.824920], [-13.528600, -20.979770, -13.320660], [-18.606590, -18.894310, -7.340260], [-17.647500, -19.062740, -8.172490], [-17.200290, -20.159990, -8.387080], [-17.152740, -18.022200, -8.687590], [-18.796020, -17.965130, -7.489720]],
  "forces_ev_per_angstrom": [[-0.76, -0.96, -0.91], [2.80, -0.25, 0.14], [-2.77, -0.05, 1.13], [1.42, 1.30, -0.30], [-2.91, 0.05, -0.54], [1.21, 0.14, 0.16], [-0.08, 0.02, 0.28], [0.31, 0.37, -0.02], [0.05, -0.01, 0.34], [-0.47, 0.23, 0.45], [0.58, -0.47, -0.61], [-0.61, 0.17, -0.12], [-0.28, -0.79, 0.04], [0.95, 0.90, -1.48], [2.47, 0.10, 2.29], [-4.49, -0.50, -1.00], [0.96, 1.60, -1.87], [1.18, -1.33, 1.26], [-1.94, 0.44, -0.66], [-0.75, 0.41, 1.74], [0.72, -0.05, 0.49], [0.02, -0.56, -0.14], [-0.33, -0.95, 0.16], [0.39, -0.17, -0.20], [0.20, -0.25, -0.40], [-0.23, 0.15, -0.25], [0.73, 0.96, -1.47], [-1.17, -0.12, 2.56], [-0.16, 0.16, -1.20], [0.32, 1.42, 0.05], [0.07, -0.19, 0.26], [0.00, -2.20, -1.62], [-1.35, -0.29, 0.62], [0.36, -0.41, -0.17], [-0.28, -0.26, -0.09], [0.25, -0.43, 0.47], [0.47, 0.27, -0.31], [0.73, 0.03, -0.40], [0.43, 0.13, 0.12], [1.94, 0.67, 0.65], [-2.11, 0.18, 0.08], [0.43, -0.21, -1.20], [-0.50, -0.85, 0.67], [0.11, -0.81, -1.32], [-0.73, 0.21, 0.44], [0.63, 0.26, -0.50], [-0.09, 0.09, -0.32], [0.07, 0.08, -0.06], [-0.03, 0.43, 0.15], [-0.03, 0.19, 0.13], [-0.46, 0.02, 0.22], [0.35, -0.37, -0.01], [-0.34, 0.37, -0.41], [1.67, -1.68, -0.64], [-2.05, 0.25, 0.98], [1.97, 2.38, 0.09], [0.09, -0.64, -1.30], [-1.00, 0.09, 0.84], [-0.18, -1.50, 0.96], [-0.49, -0.66, -0.48], [0.15, 0.16, 0.25], [-0.48, 0.52, 0.05], [-0.24, -0.32, -0.24], [0.05, -0.06, -0.07], [0.19, 0.31, -0.16], [-0.66, -1.04, 0.08], [1.79, -2.08, 4.75], [-1.74, 3.41, -4.22], [2.52, 0.21, 0.72], [-0.34, 0.16, -0.28], [-1.95, -0.49, 0.57], [-0.39, -1.24, -0.52], [0.27, 0.76, 0.29], [0.21, -0.10, 0.22], [-0.64, 0.21, -0.22], [0.12, 0.09, 0.08], [-0.08, 0.03, -0.57], [-0.16, -0.19, -0.29], [1.04, -0.51, 1.07], [-2.53, 0.77, -3.76], [1.52, -0.63, 2.71], [0.03, 0.08, -1.74], [0.16, 1.95, 0.76], [0.13, -1.84, 0.80], [-1.08, 0.56, 3.14], [0.25, -0.05, -0.55], [0.02, 0.24, -0.03], [-0.02, -0.02, 0.22], [-0.12, 0.56, -0.45], [0.21, -0.37, -0.22], [0.23, -0.57, -1.00], [0.43, 0.58, -0.23], [1.27, 4.41, 0.65], [-0.16, -5.39, 0.06], [0.41, 0.29, -0.08], [0.68, 0.89, -0.09], [-0.93, -0.14, 0.24], [-0.91, 0.77, -1.06], [-0.45, -0.25, -0.36], [-0.16, -0.71, -0.20], [-0.37, -0.30, 0.35], [0.31, -0.25, -0.11], [0.18, -0.27, -0.27], [-0.12, 0.23, 0.31], [0.99, -1.51, 0.92], [-1.17, 1.99, -1.00], [-0.29, -0.23, -1.58], [-0.88, 1.45, 2.56], [1.23, -1.76, -0.63], [-0.83, 1.03, -0.46], [3.63, -3.91, 4.16], [-1.33, 1.50, -1.21], [-0.18, -0.47, -1.44], [-1.45, 1.64, -0.96], [-0.76, 1.79, 0.78], [-0.93, -1.40, -1.39], [0.71, 0.25, -0.10], [0.18, 1.44, 1.77], [0.49, -1.11, -0.27], [1.24, -0.32, 0.00], [-4.07, -2.14, 2.36], [1.41, 0.55, -1.02], [1.10, 1.26, -0.19], [0.64, 0.61, -1.43], [0.27, -0.02, 0.86], [-0.42, 0.96, -2.66], [0.27, -0.59, -1.57], [0.40, -1.55, 1.63], [-0.03, 0.70, 1.27], [-0.07, 0.69, -0.06], [3.55, 1.06, 2.63], [-0.32, -0.58, 0.29], [-0.88, 0.37, -1.95], [-1.02, -0.64, -0.73], [0.51, -1.02, 1.92], [0.24, 2.34, -5.20], [-2.59, 0.21, 2.18], [1.46, -1.40, 1.10], [0.48, 0.21, 0.12], [-2.14, -0.41, 0.95], [1.47, 0.41, 0.45], [2.07, 0.93, 4.07], [0.67, -0.60, -3.86], [-0.98, -0.44, -0.81], [0.33, 1.20, -1.24], [-1.30, -1.76, 2.22], [-0.69, 0.47, 2.53], [2.27, 1.69, -5.10], [0.26, -0.87, 1.18], [-4.02, 0.82, 3.41], [4.56, -0.65, -3.57], [0.38, -2.47, 0.67], [-0.07, 2.40, -0.21], [-0.33, 0.42, 0.27]],
  "lowdin_charge": [0.027, -0.342, 0.109, 0.118, 0.097, 0.165, 0.028, 0.093, 0.090, 0.074, 0.096, 0.094, 0.079, 0.014, -0.291, 0.088, 0.083, 0.084, 0.087, 0.030, 0.077, 0.077, 0.095, 0.102, 0.083, 0.085, 0.015, -0.395, 0.200, 0.084, 0.163, 0.096, 0.065, 0.083, 0.082, 0.074, 0.086, 0.094, 0.101, 0.045, -0.306, 0.136, 0.096, 0.097, 0.163, -0.004, 0.073, 0.093, 0.052, 0.103, 0.082, 0.102, 0.034, -0.312, 0.093, 0.157, 0.101, 0.120, 0.072, 0.080, 0.066, 0.058, 0.071, 0.074, 0.096, 0.011, -0.301, 0.119, 0.123, 0.147, 0.115, 0.073, 0.096, 0.091, 0.095, 0.094, 0.099, 0.071, 0.045, -0.335, 0.068, 0.091, 0.083, 0.089, 0.034, 0.106, 0.100, 0.091, 0.093, 0.073, 0.089, 0.018, -0.302, 0.130, 0.104, 0.169, 0.161, 0.056, 0.100, 0.097, 0.097, 0.091, 0.100, 0.119, 0.030, -0.925, -0.016, -0.011, 0.071, 0.069, -0.892, -0.066, -0.066, 0.050, 0.040, -0.818, -0.033, -0.091, 0.029, 0.050, -0.808, -0.057, -0.047, 0.045, 0.082, -0.882, -0.040, -0.032, 0.041, 0.124, -0.784, -0.107, -0.048, 0.088, 0.106, -0.837, -0.024, -0.054, 0.115, 0.127, -0.890, -0.034, 0.005, 0.067, 0.072, -0.828, 0.021, -0.020, 0.043, 0.098, -0.959, 0.051, -0.082, 0.093]
}